ORCA calculation (wB97M-V/def2-TZVPD) on a molecular structure, C32H39Cl2F5N5NaOSb2Te in a non-equilibrium geometry.

Structure (XYZ):
```
88
Properties=species:S:1:pos:R:3
Na -1.475 -0.944 -0.610
C 1.242 1.739 0.324
C 1.330 1.935 1.833
C 0.008 1.723 2.543
Sb -0.902 -0.240 2.214
C -2.116 -0.037 4.009
C -2.586 -1.187 4.630
C -3.358 -1.114 5.777
C -3.672 0.118 6.328
C -3.222 1.272 5.710
C -2.463 1.192 4.555
C 0.650 -1.251 3.309
C 1.088 -0.760 4.533
C 2.116 -1.386 5.216
C 2.705 -2.524 4.689
C 2.261 -3.032 3.481
C 1.242 -2.392 2.795
Sb 1.894 -0.236 -0.275
C 4.000 0.297 -0.395
C 4.581 1.440 0.125
C 5.939 1.671 -0.030
C 6.730 0.755 -0.701
C 6.159 -0.397 -1.215
C 4.806 -0.622 -1.053
C 1.846 0.178 -2.412
C 2.166 -0.859 -3.278
C 2.352 -0.628 -4.631
C 2.196 0.650 -5.146
C 1.840 1.686 -4.298
C 1.677 1.450 -2.941
H 1.867 2.466 -0.190
H 0.216 1.843 -0.020
H 1.676 2.954 2.051
H 2.076 1.257 2.268
H -0.714 2.461 2.189
H 0.143 1.871 3.614
H -2.345 -2.154 4.208
H -3.719 -2.018 6.249
H -4.268 0.180 7.228
H -3.461 2.239 6.132
H -2.136 2.104 4.075
H 0.613 0.113 4.964
H 2.456 -0.988 6.163
H 3.504 -3.017 5.224
H 2.703 -3.930 3.072
H 0.900 -2.807 1.854
H 3.978 2.160 0.660
H 6.381 2.569 0.381
H 7.789 0.936 -0.818
H 6.770 -1.123 -1.734
H 4.357 -1.527 -1.446
H 2.273 -1.864 -2.889
H 2.622 -1.445 -5.287
H 2.338 0.829 -6.205
H 1.698 2.685 -4.688
H 1.404 2.269 -2.293
C -3.512 -0.484 -5.297
N -2.443 0.126 -4.535
C -1.161 0.007 -5.205
C -2.443 0.127 -3.156
N -1.410 0.081 -2.417
N -3.700 0.286 -2.598
C -4.126 0.182 -1.296
N -5.491 0.314 -1.175
N -3.340 0.057 -0.305
H -3.444 -0.128 -6.325
H -4.498 -0.231 -4.916
H -3.415 -1.575 -5.295
H -1.295 0.295 -6.246
H -0.769 -1.016 -5.170
H -0.434 0.684 -4.762
H -0.566 -0.078 -2.951
H -4.433 0.505 -3.255
H -6.087 0.075 -1.950
H -5.866 0.078 -0.269
H -3.854 -0.018 0.566
Cl -0.652 4.434 -2.061
C -1.379 4.199 -0.470
Cl -2.240 2.635 -0.392
H -2.098 4.996 -0.299
H -0.581 4.205 0.271
F -2.700 -2.725 -0.787
Te -1.109 -3.655 -0.048
F -1.737 -3.163 1.719
F 0.083 -4.936 0.675
F -0.984 -4.519 -1.758
F -2.408 -5.012 0.216
O -0.062 -2.301 -0.361
```

2S+1: 1
E_LUMO: -0.40 eV

The computed Löwdin charges, all in e, follow:
1. Na -0.109
2. C -0.417
3. C -0.389
4. C -0.384
5. Sb 1.563
6. C -0.366
7. C -0.130
8. C -0.087
9. C -0.097
10. C -0.095
11. C -0.137
12. C -0.366
13. C -0.126
14. C -0.087
15. C -0.089
16. C -0.074
17. C -0.155
18. Sb 1.582
19. C -0.360
20. C -0.121
21. C -0.092
22. C -0.098
23. C -0.090
24. C -0.151
25. C -0.372
26. C -0.143
27. C -0.090
28. C -0.107
29. C -0.100
30. C -0.131
31. H 0.047
32. H -0.011
33. H 0.108
34. H 0.087
35. H 0.029
36. H 0.050
37. H 0.093
38. H 0.102
39. H 0.100
40. H 0.100
41. H 0.083
42. H 0.094
43. H 0.101
44. H 0.100
45. H 0.107
46. H 0.041
47. H 0.085
48. H 0.100
49. H 0.099
50. H 0.102
51. H 0.086
52. H 0.098
53. H 0.105
54. H 0.104
55. H 0.106
56. H 0.057
57. C -0.050
58. N -0.153
59. C -0.046
60. C -0.407
61. N 0.154
62. N 0.155
63. C -0.536
64. N 0.152
65. N 0.028
66. H 0.091
67. H 0.072
68. H 0.104
69. H 0.095
70. H 0.108
71. H 0.066
72. H 0.040
73. H 0.123
74. H 0.097
75. H 0.106
76. H 0.075
77. Cl 0.532
78. C -0.970
79. Cl 0.604
80. H 0.027
81. H 0.019
82. F -0.394
83. Te 1.824
84. F -0.414
85. F -0.365
86. F -0.390
87. F -0.371
88. O -0.731